# 1
{
  "formula": "C32H67F3O16",
  "method": "the ωB97M-V functional and the def2-TZVPD basis",
  "largest_force_ha_per_bohr": 0.0402,
  "smiles": "CCOC(=O)C(F)(F)F.O=C1CCCO1.O=C1CCCO1.COCCOC.COCCOC.COCCOC.COCCOC.COCCOC",
  "total_charge": 0,
  "species": ["C", "O", "C", "C", "O", "C", "H", "H", "H", "H", "H", "H", "H", "H", "H", "H", "C", "O", "C", "C", "O", "C", "H", "H", "H", "H", "H", "H", "H", "H", "H", "H", "C", "O", "C", "C", "O", "C", "H", "H", "H", "H", "H", "H", "H", "H", "H", "H", "C", "O", "C", "C", "O", "C", "H", "H", "H", "H", "H", "H", "H", "H", "H", "H", "C", "O", "C", "C", "O", "C", "H", "H", "H", "H", "H", "H", "H", "H", "H", "H", "O", "C", "O", "C", "C", "C", "H", "H", "H", "H", "H", "H", "O", "C", "O", "C", "C", "C", "H", "H", "H", "H", "H", "H", "C", "C", "O", "C", "O", "C", "F", "F", "F", "H", "H", "H", "H", "H"],
  "xyz": [[3.355, 1.476, 2.485], [2.713, 2.671, 2.161], [2.957, 3.735, 3.049], [2.218, 3.732, 4.374], [2.948, 3.047, 5.364], [2.228, 3.006, 6.596], [2.952, 0.655, 1.895], [3.206, 1.223, 3.538], [4.435, 1.575, 2.314], [2.689, 4.646, 2.508], [4.041, 3.827, 3.221], [1.220, 3.298, 4.218], [2.111, 4.774, 4.715], [1.327, 2.393, 6.480], [1.950, 4.039, 6.825], [2.841, 2.530, 7.353], [-3.806, 3.037, -7.095], [-4.230, 2.030, -6.225], [-3.154, 1.256, -5.765], [-3.753, 0.181, -4.912], [-2.734, -0.526, -4.281], [-3.174, -1.191, -3.097], [-3.034, 2.693, -7.795], [-3.443, 3.912, -6.539], [-4.642, 3.375, -7.711], [-2.504, 1.873, -5.125], [-2.570, 0.915, -6.624], [-4.348, -0.494, -5.545], [-4.457, 0.650, -4.212], [-2.312, -1.761, -2.752], [-4.037, -1.844, -3.251], [-3.411, -0.444, -2.325], [-2.667, 4.233, -2.681], [-3.042, 3.091, -1.910], [-2.094, 2.066, -1.884], [-0.652, 2.475, -1.681], [-0.495, 3.364, -0.625], [0.844, 3.561, -0.210], [-2.684, 3.970, -3.743], [-1.686, 4.603, -2.378], [-3.393, 5.005, -2.445], [-2.120, 1.524, -2.846], [-2.387, 1.329, -1.135], [-0.228, 2.909, -2.608], [-0.015, 1.582, -1.560], [1.603, 3.507, -1.002], [1.073, 2.722, 0.466], [1.013, 4.453, 0.390], [1.839, -4.792, -1.007], [2.416, -4.100, 0.084], [3.712, -4.589, 0.313], [4.271, -4.156, 1.669], [5.018, -2.992, 1.640], [4.188, -1.825, 1.612], [1.949, -5.875, -0.849], [2.417, -4.579, -1.922], [0.798, -4.563, -1.220], [4.421, -4.246, -0.454], [3.722, -5.689, 0.320], [4.875, -4.951, 2.100], [3.402, -4.038, 2.343], [4.814, -0.941, 1.532], [3.714, -1.787, 2.605], [3.436, -1.859, 0.821], [-2.354, -5.300, -2.416], [-1.268, -4.858, -3.178], [-0.700, -5.817, -4.030], [0.232, -5.185, -5.002], [-0.509, -4.444, -5.948], [0.321, -3.676, -6.793], [-2.500, -4.629, -1.572], [-2.193, -6.311, -2.013], [-3.272, -5.319, -3.018], [-1.480, -6.424, -4.503], [-0.117, -6.507, -3.392], [0.762, -5.975, -5.556], [0.951, -4.508, -4.523], [0.922, -4.322, -7.457], [1.003, -3.013, -6.245], [-0.326, -3.080, -7.435], [-0.510, -0.235, 7.336], [0.443, -0.870, 7.015], [1.614, -0.267, 6.669], [2.620, -1.251, 6.467], [1.878, -2.549, 6.150], [0.614, -2.383, 6.968], [3.191, -1.329, 7.402], [3.381, -0.977, 5.736], [2.506, -3.400, 6.420], [1.638, -2.637, 5.090], [0.674, -2.767, 7.990], [-0.271, -2.830, 6.532], [-2.712, 7.201, 0.126], [-2.452, 6.390, 0.950], [-1.759, 6.727, 2.049], [-1.731, 5.614, 2.975], [-2.018, 4.356, 2.126], [-2.749, 4.893, 0.916], [-2.537, 5.828, 3.687], [-0.776, 5.579, 3.492], [-2.549, 3.643, 2.758], [-1.050, 3.906, 1.902], [-3.820, 4.715, 0.993], [-2.356, 4.510, -0.015], [0.391, -1.383, -1.786], [-0.118, -1.885, -0.439], [-0.543, -0.705, 0.277], [-0.937, -0.864, 1.505], [-1.122, -1.891, 2.056], [-1.238, 0.515, 2.151], [-2.368, 0.473, 2.839], [-0.240, 0.836, 2.973], [-1.337, 1.450, 1.214], [0.532, -2.233, -2.455], [1.316, -0.819, -1.654], [-0.342, -0.726, -2.251], [0.630, -2.499, 0.052], [-1.008, -2.466, -0.708]]
}

---

# 2
{
  "formula": "C32H68O14S3Si",
  "method": "the ωB97M-V functional and the def2-TZVPD basis",
  "largest_force_ha_per_bohr": 0.0632,
  "smiles": "CCOCCOCCOC[C@]1([Si](C)(C)C)O[C@H](S(C)(=O)=O)[C@H](CC(C)C)[C@]1(CC)CCCOC(C)=O.CCOS(C)(=O)=O.CCOS(C)(=O)=O",
  "total_charge": 0,
  "species": ["C", "C", "O", "C", "C", "O", "C", "C", "O", "C", "C", "Si", "C", "C", "C", "O", "C", "S", "C", "O", "O", "C", "C", "C", "C", "C", "C", "C", "C", "C", "C", "C", "O", "C", "C", "O", "H", "H", "H", "H", "H", "H", "H", "H", "H", "H", "H", "H", "H", "H", "H", "H", "H", "H", "H", "H", "H", "H", "H", "H", "H", "H", "H", "H", "H", "H", "H", "H", "H", "H", "H", "H", "H", "H", "H", "H", "H", "H", "H", "H", "H", "H", "H", "H", "H", "H", "H", "H", "O", "S", "O", "O", "C", "C", "C", "H", "H", "H", "H", "H", "H", "H", "H", "O", "S", "O", "O", "C", "C", "C", "H", "H", "H", "H", "H", "H", "H", "H"],
  "xyz": [[5.598, 5.121, 5.334], [5.413, 3.585, 5.360], [4.201, 3.208, 6.018], [3.682, 2.046, 5.367], [2.562, 1.415, 6.202], [2.714, 0.008, 6.087], [1.534, -0.702, 6.454], [0.949, -1.458, 5.237], [-0.425, -1.102, 5.110], [-1.056, -1.851, 4.064], [-1.450, -0.967, 2.874], [-2.258, 0.601, 3.651], [-3.434, 1.548, 2.487], [-3.385, 0.028, 5.081], [-1.117, 1.922, 4.378], [-2.601, -1.548, 2.177], [-2.722, -1.217, 0.841], [-3.413, -2.478, -0.272], [-2.235, -3.434, -1.228], [-4.240, -3.382, 0.477], [-4.220, -1.746, -1.211], [-1.377, -0.482, 0.523], [-0.842, -0.382, -0.928], [-1.065, 1.052, -1.480], [-0.832, 1.087, -3.015], [-0.121, 2.107, -0.869], [-0.427, -0.850, 1.705], [0.537, 0.332, 2.023], [1.910, 0.344, 1.307], [0.454, -2.092, 1.407], [-0.215, -3.483, 1.416], [0.393, -4.519, 0.451], [1.066, -3.945, -0.676], [1.498, -4.895, -1.564], [1.017, -4.630, -2.983], [2.149, -5.806, -1.251], [5.672, 5.450, 4.295], [4.770, 5.652, 5.801], [6.544, 5.358, 5.822], [6.296, 3.124, 5.817], [5.332, 3.248, 4.320], [3.263, 2.343, 4.396], [4.498, 1.324, 5.256], [2.601, 1.748, 7.247], [1.611, 1.746, 5.770], [0.784, 0.007, 6.819], [1.728, -1.429, 7.248], [1.033, -2.530, 5.468], [1.517, -1.239, 4.326], [-0.370, -2.667, 3.820], [-1.956, -2.323, 4.472], [-2.925, 2.054, 1.661], [-4.248, 0.897, 2.155], [-3.910, 2.311, 3.114], [-3.812, -0.949, 4.848], [-4.158, 0.778, 5.261], [-2.736, -0.021, 5.960], [-1.688, 2.588, 5.032], [-0.215, 1.537, 4.848], [-0.777, 2.557, 3.546], [-3.466, -0.422, 0.713], [-2.306, -4.475, -0.919], [-2.536, -3.390, -2.277], [-1.228, -3.022, -1.160], [-1.648, 0.559, 0.728], [0.231, -0.565, -1.037], [-1.359, -1.017, -1.652], [-2.098, 1.387, -1.309], [-1.250, 2.007, -3.425], [-1.233, 0.178, -3.467], [0.255, 1.136, -3.159], [0.903, 1.731, -0.833], [-0.486, 2.480, 0.092], [-0.105, 2.977, -1.535], [0.080, 1.308, 1.851], [0.756, 0.279, 3.095], [1.861, -0.002, 0.275], [2.556, -0.385, 1.810], [2.416, 1.308, 1.375], [1.267, -2.115, 2.141], [0.910, -1.934, 0.429], [-1.299, -3.483, 1.288], [-0.067, -3.917, 2.409], [-0.425, -5.146, 0.074], [1.038, -5.215, 0.994], [1.656, -3.819, -3.346], [1.091, -5.528, -3.586], [-0.005, -4.267, -2.874], [4.216, 0.329, -6.293], [3.449, -0.773, -6.783], [2.274, -1.217, -6.099], [4.421, -2.021, -7.000], [5.237, -2.435, -5.891], [4.440, -3.216, -4.865], [3.054, -0.504, -8.479], [5.728, -1.571, -5.438], [6.019, -3.068, -6.307], [3.707, -2.577, -4.371], [5.099, -3.629, -4.101], [3.892, -4.030, -5.342], [3.957, -0.210, -9.007], [2.315, 0.294, -8.520], [2.640, -1.420, -8.892], [-2.998, 3.879, -4.252], [-4.246, 3.178, -4.268], [-4.349, 1.855, -4.794], [-5.345, 4.102, -4.964], [-5.058, 4.622, -6.274], [-5.243, 3.576, -7.356], [-4.937, 3.196, -2.647], [-4.052, 5.046, -6.299], [-5.758, 5.441, -6.433], [-4.496, 2.787, -7.273], [-5.147, 4.031, -8.343], [-6.223, 3.106, -7.274], [-4.901, 4.211, -2.260], [-4.335, 2.533, -2.028], [-5.960, 2.833, -2.697]]
}

---

no.,calculated total energy (eV),HOMO (eV)
1,-75177.263,-9.52
2,-103331.698,-9.35